This record from OMol25 describes C16H23ClF5NO4P as an isolated structure at a distorted geometry. The level of theory is the ωB97M-V functional and the def2-TZVPD basis.

Calculated values
- Electronic energy: -62027.1993 eV
- Molecular weight: 454.78 g mol⁻¹
- Frontier orbital gap: 8.501 eV
- Charge: +1

Each line ends with the Mulliken charge.
Element x y z (Å)
O 4.254 -2.794 3.788  -0.549
P 5.311 -2.733 2.613  1.088
O 6.312 -4.155 2.700  -0.486
O 6.378 -1.366 3.001  -0.348
Cl 6.496 -1.465 4.711  0.059
O 4.651 -2.386 1.040  -0.303
C 3.893 -3.518 0.484  0.749
F 3.445 -3.075 -0.889  -0.282
F 4.691 -4.752 0.260  -0.252
C 2.466 -3.805 1.308  0.128
C 1.980 -5.293 1.819  -0.435
C 0.540 -5.336 2.666  -0.407
C -0.336 -3.987 2.990  -0.419
C 0.153 -2.516 2.445  -0.078
C -0.654 -1.093 2.703  0.760
F -0.764 -0.340 1.432  -0.197
F -1.940 -1.345 3.396  -0.237
F 0.228 -0.284 3.602  -0.231
C 1.567 -2.427 1.608  -0.198
H 5.706 -4.965 2.824  0.379
H 2.634 -6.234 1.583  0.359
H 0.154 -6.363 3.070  0.301
H -1.344 -4.016 3.614  0.322
H 1.968 -1.376 1.209  0.264
C -4.479 4.168 -3.138  -1.256
C -3.541 4.706 -2.073  -0.531
C -2.123 4.131 -2.075  -0.607
N -1.967 2.668 -1.597  0.578
C -3.019 2.258 -0.567  -1.295
C -1.987 1.668 -2.774  -0.577
C -0.535 1.315 -3.030  -0.792
C 0.098 1.332 -1.659  -0.244
C -0.553 2.506 -0.958  -0.729
H -4.587 3.084 -3.089  0.306
H -5.473 4.606 -3.004  0.376
H -4.127 4.440 -4.138  0.336
H -4.002 4.605 -1.085  0.320
H -3.453 5.787 -2.236  0.413
H -1.541 4.746 -1.378  0.396
H -1.651 4.207 -3.062  0.386
H -4.001 2.238 -1.045  0.391
H -2.988 2.982 0.259  0.417
H -2.771 1.258 -0.201  0.465
H -2.549 0.781 -2.457  0.365
H -2.476 2.121 -3.640  0.346
H -0.066 2.063 -3.680  0.297
H -0.430 0.338 -3.510  0.430
H 1.186 1.445 -1.708  0.413
H -0.116 0.400 -1.119  0.085
H 0.020 3.422 -1.135  0.369
H -0.658 2.349 0.121  0.353

Cartesian forces, eV/Å:
3.091 -0.104 -5.131
-1.848 -0.686 5.296
-2.848 1.918 -0.941
-1.759 -2.964 -1.071
0.500 0.475 -0.459
0.598 -3.315 0.977
-1.936 -0.450 -1.585
1.832 -1.089 3.954
-2.206 3.883 0.885
-2.623 -0.211 1.862
-2.361 4.597 0.685
1.310 3.420 -1.108
2.973 0.576 -2.000
2.568 -2.934 -1.296
1.712 -1.026 1.241
-0.346 -1.823 3.930
4.057 1.489 -2.685
-3.323 -1.977 -2.882
-1.274 -3.042 1.245
1.063 1.878 -0.193
-1.550 2.012 0.572
0.840 2.274 -0.892
2.471 -0.157 -1.511
-0.973 -2.676 1.036
-0.171 0.001 -0.145
-0.095 -0.081 -0.117
-0.205 0.245 0.585
0.135 -0.163 0.233
0.476 0.414 -0.283
-0.101 0.058 0.065
0.134 0.037 -0.483
0.213 -0.435 0.422
-0.062 0.117 0.001
-0.073 -0.032 -0.063
0.140 -0.106 -0.090
-0.048 -0.116 0.071
0.196 -0.003 -0.058
0.253 -0.173 0.118
-0.016 -0.320 -0.130
-0.076 -0.196 0.198
0.186 0.087 0.102
-0.089 -0.277 -0.285
0.070 0.241 -0.105
0.070 0.332 0.014
-0.053 -0.005 0.300
-0.073 -0.107 0.058
-0.115 0.210 -0.033
-0.234 -0.002 0.101
0.040 0.155 -0.129
-0.344 -0.130 -0.004
-0.126 0.181 -0.271

***

This record from OMol25 describes C16H23ClN3O5PRbS as an isolated structure at a distorted geometry. The level of theory is the ωB97M-V functional and the def2-TZVPD basis.

Calculated values
- Electronic energy: -64967.4985 eV
- Molecular weight: 521.34 g mol⁻¹
- Frontier orbital gap: 8.699 eV
- Charge: +1

Each line ends with the Mulliken charge.
Element x y z (Å)
C 1.714 -3.052 0.489  -1.527
C 0.810 -2.678 -0.655  0.587
O 0.975 -3.123 -1.768  -0.512
N -0.377 -1.898 -0.293  1.132
C -1.500 -2.851 -0.196  0.414
C -2.010 -3.052 1.204  -1.294
O -1.911 -3.457 -1.155  -0.421
C -0.678 -0.579 -0.920  1.016
P -0.317 -0.482 -2.753  0.144
N -1.325 -1.343 -3.609  -0.893
C -2.215 -0.417 -0.837  -2.060
S -2.844 1.225 -1.059  1.322
O -2.475 1.665 -2.366  -0.612
O -4.193 1.231 -0.611  -0.694
O -1.951 2.031 -0.034  -0.368
C -0.969 1.333 0.773  0.052
C -0.357 2.364 1.672  -0.886
C 0.062 2.026 2.946  -0.030
C 0.646 2.978 3.736  -0.519
C 0.792 4.261 3.230  -0.406
N 0.394 4.603 2.015  -0.613
C -0.169 3.671 1.261  -0.240
C 0.016 0.627 -0.187  0.139
C 1.375 0.321 0.441  -1.376
C 2.509 0.134 -0.572  0.745
C 2.844 1.416 -1.330  -1.461
Cl 3.945 -0.419 0.335  -0.170
H 1.482 -2.538 1.413  0.372
H 1.574 -4.127 0.650  0.451
H 2.754 -2.910 0.200  0.322
H -1.418 -3.843 1.674  0.349
H -3.058 -3.344 1.175  0.430
H -1.882 -2.155 1.807  0.307
H 1.007 -0.888 -2.953  0.137
H -0.285 0.886 -3.022  0.152
H -0.808 -2.023 -4.124  0.372
H -2.720 -0.993 -1.615  0.885
H -2.583 -0.698 0.151  0.409
H -1.505 0.623 1.413  0.517
H -0.072 1.013 3.314  0.429
H 0.988 2.748 4.737  0.417
H 1.241 5.039 3.836  0.393
H -0.496 3.989 0.276  0.517
H 0.197 1.382 -0.964  0.266
H 1.668 1.165 1.065  0.702
H 1.308 -0.538 1.106  0.025
H 2.274 -0.642 -1.303  0.046
H 2.859 2.272 -0.653  0.327
H 3.831 1.334 -1.784  0.481
H 2.137 1.591 -2.144  0.316
Rb -1.284 -3.878 -4.010  0.909

Cartesian forces, eV/Å:
-0.202 -0.353 -0.142
0.026 -0.343 -0.160
-0.171 0.579 0.212
0.072 0.001 -0.111
-0.144 -0.195 -0.089
-0.129 0.203 -0.194
0.289 0.231 0.451
-0.132 0.300 0.019
0.005 -0.459 -0.390
-0.072 0.724 0.239
-0.153 0.021 0.064
0.245 -0.158 0.035
-0.148 0.099 -0.116
0.108 0.084 -0.129
-0.058 0.096 0.189
-0.112 -0.104 0.068
-0.020 0.017 -0.135
-0.228 -0.625 -0.050
0.314 0.290 0.554
0.064 0.023 0.153
0.062 0.325 -0.038
-0.058 0.107 -0.460
0.150 0.060 -0.271
-0.026 -0.056 -0.034
-0.357 0.285 -0.129
0.252 -0.174 -0.005
0.174 -0.037 0.028
0.045 0.086 -0.032
0.052 0.049 -0.034
-0.030 0.039 0.046
-0.039 -0.043 -0.039
0.070 -0.155 0.043
0.033 -0.023 -0.046
0.155 0.205 0.209
0.001 0.102 0.135
0.718 2.248 -0.371
-0.024 -0.099 0.104
-0.002 -0.174 -0.111
0.137 -0.102 -0.049
-0.010 0.000 0.021
-0.039 -0.004 -0.042
0.013 0.021 -0.042
-0.003 -0.027 0.053
-0.056 0.083 0.126
-0.011 0.009 0.010
-0.026 -0.011 -0.032
0.185 -0.146 0.177
-0.066 0.025 -0.045
-0.074 -0.021 0.003
-0.095 0.097 0.109
-0.687 -3.102 0.249

***

This record from OMol25 describes C16H23InN2O4S2 as an isolated structure at a distorted geometry. The level of theory is the ωB97M-V functional and the def2-TZVPD basis.

Calculated values
- Electronic energy: -54979.5065 eV
- Molecular weight: 486.32 g mol⁻¹
- Frontier orbital gap: 7.801 eV
- Charge: 0

Each line ends with the Mulliken charge.
Element x y z (Å)
In -15.086 -9.982 -3.647  0.960
C -19.436 -11.059 -2.435  -1.308
C -17.948 -11.016 -2.620  0.625
S -17.418 -9.402 -3.057  -0.408
C -17.069 -12.065 -2.488  0.493
C -17.623 -13.451 -2.235  -1.375
S -15.295 -12.138 -2.650  -0.333
H -19.977 -10.942 -3.378  0.136
H -19.660 -10.226 -1.761  0.401
H -19.762 -11.997 -1.946  0.341
H -17.058 -13.991 -1.429  0.358
H -17.564 -14.162 -3.056  0.276
H -18.682 -13.511 -1.941  0.283
C -17.300 -12.458 -5.972  -1.176
C -17.561 -11.261 -6.851  1.561
C -19.028 -10.830 -6.872  -1.557
C -17.126 -11.637 -8.262  -1.750
N -16.903 -10.055 -6.370  -0.308
N -15.493 -10.176 -6.127  -0.411
H -17.686 -13.382 -6.318  0.507
H -17.688 -12.205 -4.954  0.130
H -16.256 -12.728 -5.839  0.368
H -19.691 -11.666 -7.154  0.379
H -19.181 -10.067 -7.670  0.389
H -19.413 -10.516 -5.887  0.241
H -17.777 -12.438 -8.644  0.403
H -16.051 -11.938 -8.342  0.292
H -17.206 -10.762 -8.961  0.419
H -17.265 -9.896 -5.419  0.034
H -14.976 -9.564 -6.767  0.257
H -15.206 -11.152 -6.349  0.285
O -13.335 -7.110 -4.596  -0.632
C -13.189 -7.704 -3.565  0.443
O -13.364 -9.025 -3.441  -0.600
C -12.739 -7.021 -2.316  0.518
C -13.184 -7.498 -1.090  -0.313
C -13.066 -6.791 0.116  -1.232
C -12.396 -5.585 0.037  0.749
O -12.146 -4.668 1.030  -0.446
C -11.938 -3.475 0.268  -0.139
O -11.274 -3.887 -0.952  -0.470
C -11.898 -5.091 -1.180  0.728
C -12.068 -5.783 -2.386  -0.951
H -13.772 -8.389 -1.016  0.353
H -13.419 -7.152 1.023  0.531
H -11.268 -2.736 0.726  0.237
H -12.866 -2.962 -0.057  0.268
H -11.795 -5.222 -3.275  0.443

Cartesian forces, eV/Å:
-1.164 -0.152 -0.457
0.040 -0.572 0.719
2.046 -1.225 -0.127
0.703 0.713 -0.323
-1.832 -0.039 -0.124
0.097 -1.200 1.289
-0.334 0.204 -0.140
0.054 0.103 0.089
-0.416 -0.089 -0.197
0.087 0.659 -0.331
-0.355 0.666 -0.466
0.320 0.318 -0.608
0.449 0.411 0.010
-0.027 0.671 2.051
-0.114 -0.295 -0.937
-0.919 -0.528 -0.615
0.576 0.993 -1.252
0.376 0.632 0.892
0.849 -1.002 -0.039
-1.025 -0.699 -0.475
0.207 -0.587 -0.614
0.427 0.417 -0.016
0.388 0.031 0.025
0.139 -0.236 0.900
0.423 0.273 -0.374
0.404 0.176 0.117
-0.832 -0.086 0.271
-0.150 -0.655 0.594
-0.334 0.236 -0.529
-0.294 -0.170 0.356
-0.019 0.851 0.244
-0.262 0.372 -0.705
0.568 -0.584 0.291
0.146 0.432 0.271
-0.069 0.466 0.224
-0.245 0.312 0.660
1.389 1.112 -1.744
-0.056 -0.133 -0.668
-0.204 0.797 -0.370
1.028 0.754 -0.793
-0.731 -0.196 0.277
-0.253 -1.302 -0.419
-0.039 1.243 1.303
-0.025 -0.549 -0.331
-0.705 -0.631 1.371
-0.259 -0.614 0.421
-0.053 -0.596 0.517
-0.004 -0.703 -0.237